[1]
Molecular formula: C25H20N2O3S2Tl
Method: DFT, ωB97M-V/def2-TZVPD

Last column: natural (NBO) charge in e.
Atoms and positions in Å:
1 O -0.80069 -0.26029 -0.75814  -0.630
2 C -0.47709 -0.51175 0.37233  0.805
3 O 0.21552 -1.63129 0.69711  -0.555
4 C -0.50720 -2.06287 1.89089  0.767
5 O -0.77364 -3.18978 2.09034  -0.416
6 C -0.88970 -0.79273 2.56550  -0.026
7 C -1.21283 -0.72836 4.00040  0.112
8 C -2.49483 -0.44579 4.42597  -0.230
9 C -2.74762 -0.43461 5.78582  -0.143
10 C -1.69687 -0.70559 6.63139  -0.217
11 C -0.44158 -0.94857 6.09739  0.061
12 N -0.17594 -0.97046 4.79887  -0.404
13 C -0.84191 0.18349 1.65483  -0.074
14 C -1.09361 1.64880 1.87243  -0.444
15 C -1.20773 2.46637 0.58450  -0.421
16 C 0.09958 3.09874 0.13405  -0.523
17 S 1.29067 1.87104 -0.45207  0.408
18 C 1.55522 2.13436 -2.15322  -0.331
19 S 1.77801 3.48851 -2.93817  0.370
20 N 1.58127 0.75412 -2.82520  -0.226
21 C 0.35216 0.28240 -3.33561  0.208
22 C 0.40733 -0.82619 -4.18799  -0.157
23 C -0.74500 -1.33128 -4.74280  -0.223
24 C -1.95771 -0.72664 -4.45420  -0.099
25 C -2.01290 0.39691 -3.63351  -0.174
26 C -0.86907 0.90973 -3.08115  -0.133
27 C 2.38184 -0.08696 -2.17031  0.233
28 C 3.71476 0.39328 -1.84167  -0.034
29 C 4.55429 -0.40454 -1.16724  -0.247
30 C 4.14128 -1.68275 -0.75915  0.113
31 C 2.85542 -2.18045 -1.07008  -0.201
32 C 1.99419 -1.41484 -1.75324  -0.114
33 H -3.27658 -0.24609 3.71141  0.221
34 H -3.74222 -0.24377 6.14981  0.242
35 H -1.83319 -0.73335 7.69833  0.247
36 H 0.38528 -1.13647 6.76268  0.216
37 H -0.27922 2.04458 2.47430  0.245
38 H -2.01868 1.73380 2.43015  0.264
39 H -1.66941 1.88732 -0.20639  0.222
40 H -1.86866 3.30976 0.77022  0.258
41 H 0.59583 3.61097 0.95421  0.269
42 H -0.06329 3.86320 -0.62135  0.269
43 H 1.35194 -1.28471 -4.43389  0.253
44 H -0.70433 -2.18959 -5.39345  0.241
45 H -2.90027 -1.11222 -4.88004  0.105
46 H -2.95186 0.87679 -3.41847  0.255
47 H -0.95341 1.77299 -2.44525  0.253
48 H 4.04083 1.37707 -2.13849  0.264
49 H 5.54659 -0.07838 -0.90631  0.282
50 H 4.80979 -2.30610 -0.18419  0.268
51 H 2.55347 -3.15348 -0.72419  0.280
52 H 0.99930 -1.77429 -1.94640  0.275
53 Tl -3.99748 -2.51006 -5.93075  1.018

Cartesian forces, eV/Å:
0.29 -0.04 -0.34
-0.10 0.38 0.80
-0.78 -0.83 -0.55
0.14 -0.22 0.50
0.52 0.37 -0.10
0.13 0.11 0.05
-0.09 0.00 -0.18
-0.06 0.11 -0.12
-0.01 -0.09 -0.12
-0.07 0.04 0.19
0.28 -0.03 0.26
-0.18 -0.11 -0.05
0.16 -0.21 -0.18
-0.26 -0.46 -0.74
-0.04 0.26 0.25
0.00 0.45 -0.15
0.19 -0.50 0.13
0.29 0.95 -0.54
-0.18 0.01 -0.39
-1.70 -0.50 2.72
0.46 0.14 -0.85
0.27 -0.29 0.04
-0.51 -0.17 -0.02
0.02 0.31 0.19
-0.24 -0.13 -0.17
0.05 0.50 -0.23
1.02 -0.11 -0.83
-0.46 0.51 -0.02
0.73 -0.47 0.58
-0.26 -0.23 -0.11
0.63 -0.30 0.38
-0.55 0.09 -0.86
-0.14 -0.02 -0.12
-0.13 0.06 0.15
-0.01 0.02 0.18
0.20 -0.06 0.06
-0.01 0.04 0.35
-0.05 0.17 0.27
-0.03 -0.06 -0.15
-0.09 0.14 0.07
0.08 0.02 0.18
0.17 -0.05 -0.32
0.21 0.08 -0.10
0.19 -0.12 -0.13
1.13 0.99 0.78
-0.19 0.05 0.04
0.15 0.09 0.11
-0.12 0.16 -0.24
0.18 0.13 -0.05
0.16 -0.04 0.09
-0.03 -0.16 0.14
-0.27 0.15 0.09
-1.07 -1.15 -0.93

Output
**Gap between HOMO and LUMO**: 2.6 eV
**HOMO energy**: -15.60 eV
**Charge**: +3
**M**: 664.96 g/mol
**LUMO**: -12.998 eV
**DFT total energy**: -61704.8732 eV

[2]
Molecular formula: C3H4O2
Method: DFT, ωB97M-V/def2-TZVPD

Last column: natural (NBO) charge in e.
Atoms and positions in Å:
1 C -0.80295 -0.02792 0.92192  -0.511
2 C 0.03310 -0.22999 -0.09528  0.220
3 O 0.38188 -1.41392 -0.65345  -0.652
4 C 0.75317 0.92857 -0.72840  0.390
5 O 1.95436 0.99377 -0.79866  -0.475
6 H -1.26884 -0.84402 1.46726  0.206
7 H -1.00019 0.97896 1.27594  0.218
8 H -0.15367 -2.11699 -0.26224  0.483
9 H 0.10314 1.73155 -1.12708  0.120

Cartesian forces, eV/Å:
0.06 -0.04 -0.07
-0.15 0.18 0.21
-0.11 -0.11 0.12
0.46 0.04 -0.05
-0.54 -0.09 -0.08
0.05 0.06 -0.13
0.03 -0.13 -0.15
0.13 0.05 -0.01
0.08 0.04 0.16

Output
**Gap between HOMO and LUMO**: 10.2 eV
**ΔE to the lowest compared entry with this formula, charge and spin**: 126.6 kJ/mol
**HOMO energy**: -9.63 eV
**M**: 72.06 g/mol
**LUMO**: 0.614 eV
**DFT total energy**: -7269.3736 eV